Entry 1:
{"formula": "C4H5NO", "method": "ωB97M-V/def2-TZVPD", "elements": ["C", "C", "N", "C", "C", "O", "H", "H", "H", "H", "H"], "coordinates": [[1.8917, 0.0556, 0.1791], [0.3921, -0.1203, 0.0030], [-0.2746, 0.9822, 0.1749], [-1.7957, 0.6689, -0.0161], [-1.9312, -0.5963, -0.2999], [-0.1552, -1.2674, -0.2848], [2.1957, -0.6320, 0.9678], [2.1866, 1.0792, 0.4588], [2.3686, -0.2080, -0.7661], [-2.4430, 1.5275, 0.1183], [-2.4349, -1.4893, -0.5355]], "lowdin_charge": [-0.014, -0.568, 0.084, -0.077, 0.145, 0.013, 0.078, 0.083, 0.079, 0.104, 0.072], "relative_energy_ev": 2.6893, "e_homo_ev": -9.61, "homo_lumo_gap_ev": 10.10, "e_tot_ha": -285.31576, "mol_weight_g_mol": 83.1, "lumo_energy_ev": 0.5, "total_charge": 0}

***

Entry 2:
{"formula": "C26H55BrNO3PS2", "method": "ωB97M-V/def2-TZVPD", "elements": ["C", "C", "C", "C", "S", "O", "C", "C", "C", "C", "C", "C", "C", "C", "O", "C", "C", "O", "N", "Br", "P", "S", "H", "H", "H", "H", "H", "H", "H", "H", "H", "H", "H", "H", "H", "H", "H", "H", "H", "H", "H", "H", "H", "H", "H", "H", "H", "H", "H", "C", "C", "C", "C", "C", "C", "H", "H", "H", "H", "H", "H", "H", "H", "H", "H", "H", "H", "H", "H", "C", "C", "C", "C", "C", "C", "H", "H", "H", "H", "H", "H", "H", "H", "H", "H", "H", "H", "H", "H"], "coordinates": [[2.4889, -0.6018, 2.8776], [3.2673, -0.4447, 1.6145], [2.9490, -1.1568, 0.1752], [1.7113, -0.5082, -0.6757], [2.3055, -0.2441, -2.4303], [1.0391, 0.6361, -0.0521], [1.7325, 1.9093, -0.2890], [1.0667, 2.8713, -1.4355], [-0.4214, 2.4238, -1.9522], [-1.5985, 3.3115, -1.1769], [-3.0735, 2.5863, -1.1952], [-3.5785, 2.0871, 0.2930], [-5.2170, 1.8353, 0.3490], [-5.6668, 0.3559, -0.2168], [-5.2716, 0.2592, -1.6361], [-4.7413, -1.0729, -1.9728], [-3.3261, -1.5386, -1.2857], [-5.3678, -1.9114, -2.8243], [2.0379, 3.0905, -2.6149], [3.2800, 4.3598, -1.9286], [0.3613, -1.9096, -0.7844], [-0.4650, -2.3195, 0.9282], [2.7673, 0.0309, 3.8246], [1.5717, -1.3285, 2.8835], [4.1970, 0.3043, 1.6369], [3.9764, -1.1962, -0.4295], [2.6979, -2.3000, 0.4068], [1.2057, 0.1950, -3.1839], [2.9061, 1.7896, -0.4718], [1.6586, 2.5187, 0.7354], [0.9393, 3.9570, -0.9566], [-0.6296, 1.2727, -1.9527], [-0.4929, 2.7661, -3.0936], [-1.2707, 3.6632, -0.1033], [-1.6962, 4.3113, -1.8221], [-3.9044, 3.3460, -1.5848], [-3.0565, 1.7152, -2.0025], [-3.3507, 2.9636, 1.0435], [-2.9457, 1.1626, 0.6310], [-5.5135, 1.8776, 1.4988], [-5.7915, 2.7153, -0.1663], [-5.2288, -0.4913, 0.4659], [-6.8426, 0.2493, -0.1802], [-3.5263, -1.9613, -0.2078], [-2.7404, -2.3190, -1.9564], [-2.6348, -0.5735, -1.1894], [1.5243, 3.5476, -3.4004], [-0.5829, -1.4226, -1.7983], [0.9557, -3.1083, -1.3799], [-3.5376, -3.9882, -4.5545], [-3.3113, -4.9961, -3.4386], [-1.8334, -5.3214, -3.2062], [-1.1083, -5.9725, -4.3900], [-1.7211, -7.2802, -4.8969], [-1.7125, -8.3921, -3.8586], [-3.1959, -4.3708, -5.5199], [-4.6057, -3.7635, -4.6463], [-3.0124, -3.0511, -4.3464], [-3.8766, -5.9102, -3.6478], [-3.7249, -4.5851, -2.5096], [-1.7516, -5.9716, -2.3273], [-1.3037, -4.3962, -2.9448], [-0.0680, -6.1590, -4.0960], [-1.0615, -5.2619, -5.2230], [-1.1471, -7.6161, -5.7691], [-2.7446, -7.1148, -5.2489], [-0.6930, -8.6023, -3.5202], [-2.1223, -9.3115, -4.2890], [-2.3207, -8.1349, -2.9868], [3.7391, 4.8648, 3.2690], [4.9429, 4.3551, 4.0458], [4.6271, 3.1431, 4.9262], [3.5976, 3.3857, 6.0364], [3.9453, 4.5043, 7.0216], [5.2183, 4.2380, 7.8109], [2.9492, 5.2207, 3.9357], [4.0336, 5.7024, 2.6275], [3.3260, 4.0789, 2.6293], [5.3632, 5.1672, 4.6481], [5.7227, 4.0684, 3.3298], [5.5613, 2.7791, 5.3698], [4.2604, 2.3279, 4.2890], [3.4659, 2.4503, 6.5941], [2.6229, 3.6061, 5.5864], [3.1146, 4.6122, 7.7297], [4.0304, 5.4635, 6.5006], [5.1409, 3.3015, 8.3722], [5.3931, 5.0478, 8.5266], [6.0934, 4.1790, 7.1575]], "lowdin_charge": [-0.001, -0.152, -0.228, -0.896, 0.722, -0.255, -0.191, -0.431, -0.152, -0.191, -0.213, -0.197, -0.165, -0.180, -0.122, -0.272, -0.047, -0.020, -0.460, 0.637, 0.336, 0.131, 0.058, 0.036, 0.107, 0.117, 0.110, -0.097, 0.119, 0.145, 0.098, 0.089, 0.123, 0.115, 0.120, 0.120, 0.106, 0.111, 0.115, 0.120, 0.117, 0.132, 0.140, 0.091, 0.075, 0.070, 0.045, -0.025, 0.008, -0.118, -0.269, -0.229, -0.229, -0.274, -0.117, 0.067, 0.068, 0.066, 0.103, 0.097, 0.103, 0.090, 0.108, 0.101, 0.105, 0.100, 0.075, 0.070, 0.066, -0.111, -0.270, -0.227, -0.230, -0.275, -0.116, 0.067, 0.072, 0.064, 0.099, 0.105, 0.102, 0.095, 0.109, 0.101, 0.105, 0.099, 0.076, 0.070, 0.066], "e_homo_ev": -8.84, "homo_lumo_gap_ev": 8.97, "e_tot_ha": -5015.53045, "mol_weight_g_mol": 604.7, "lumo_energy_ev": 0.1, "total_charge": 0, "smiles": "C=CC[C@](S)(OC[C@H](CCCCCCOC(C)=O)NBr)[PH2]=S.CCCCCC.CCCCCC"}

***

Entry 3:
{"formula": "C29H50O2", "method": "ωB97M-V/def2-TZVPD", "elements": ["C", "C", "C", "C", "C", "C", "C", "C", "C", "O", "C", "C", "C", "C", "C", "C", "C", "C", "C", "C", "C", "C", "C", "C", "C", "C", "C", "C", "C", "C", "O", "H", "H", "H", "H", "H", "H", "H", "H", "H", "H", "H", "H", "H", "H", "H", "H", "H", "H", "H", "H", "H", "H", "H", "H", "H", "H", "H", "H", "H", "H", "H", "H", "H", "H", "H", "H", "H", "H", "H", "H", "H", "H", "H", "H", "H", "H", "H", "H", "H", "H"], "coordinates": [[2.6440, -1.2182, 0.2007], [2.3219, 0.0368, -0.5544], [1.1682, 0.1339, -1.3208], [0.2197, -1.0239, -1.4187], [0.8932, 1.3178, -2.0162], [1.7821, 2.3903, -1.9767], [2.9246, 2.3064, -1.1778], [3.8841, 3.4634, -1.0476], [3.1892, 1.1284, -0.4820], [4.3162, 0.9938, 0.2908], [1.5143, 3.6146, -2.8166], [0.4222, 3.3384, -3.8437], [-0.7517, 2.5857, -3.2031], [-1.7951, 2.2535, -4.2712], [-1.3504, 3.4212, -2.0502], [-2.6991, 2.9586, -1.4932], [-2.6116, 1.6186, -0.7658], [-3.9716, 1.1037, -0.2816], [-4.5419, 1.9699, 0.8406], [-3.8903, -0.3732, 0.1351], [-3.0109, -0.6514, 1.3531], [-2.9252, -2.1517, 1.6306], [-2.0327, -2.5417, 2.8192], [-2.6033, -2.0328, 4.1415], [-0.5911, -2.0591, 2.6142], [0.4578, -2.8435, 3.4070], [0.7749, -4.1968, 2.7732], [1.7753, -5.0343, 3.5771], [1.8460, -6.4492, 3.0040], [3.1676, -4.4069, 3.5760], [-0.2737, 1.3310, -2.7333], [1.8351, -1.4711, 0.8828], [2.7824, -2.0532, -0.4859], [3.5567, -1.0820, 0.7715], [0.7601, -1.9474, -1.6172], [-0.3280, -1.1470, -0.4849], [-0.4936, -0.8543, -2.2187], [4.1265, 3.6470, 0.0011], [3.4547, 4.3782, -1.4402], [4.8114, 3.2670, -1.5904], [4.8581, 1.7838, 0.1948], [1.2236, 4.4559, -2.1792], [2.4267, 3.9019, -3.3447], [0.8297, 2.7055, -4.6360], [0.0733, 4.2682, -4.2944], [-2.5204, 1.5479, -3.8785], [-2.3047, 3.1570, -4.5935], [-1.3088, 1.7954, -5.1291], [-0.6315, 3.4239, -1.2281], [-1.4578, 4.4473, -2.4105], [-3.4366, 2.8977, -2.2948], [-3.0412, 3.7266, -0.7954], [-2.1796, 0.8813, -1.4417], [-1.9331, 1.7260, 0.0828], [-4.6675, 1.1518, -1.1292], [-3.8161, 2.0938, 1.6405], [-5.4386, 1.5127, 1.2537], [-4.8089, 2.9558, 0.4682], [-3.5092, -0.9497, -0.7122], [-4.9017, -0.7331, 0.3437], [-3.4276, -0.1451, 2.2231], [-2.0111, -0.2573, 1.1742], [-3.9333, -2.5350, 1.8106], [-2.5443, -2.6516, 0.7354], [-2.0276, -3.6369, 2.8589], [-3.6344, -2.3585, 4.2618], [-2.5763, -0.9468, 4.1843], [-2.0275, -2.4170, 4.9801], [-0.3414, -2.1381, 1.5538], [-0.5294, -1.0051, 2.8929], [1.3705, -2.2467, 3.4506], [0.1140, -2.9933, 4.4322], [-0.1506, -4.7681, 2.6729], [1.1734, -4.0382, 1.7680], [1.4214, -5.0978, 4.6129], [2.1868, -6.4209, 1.9710], [0.8685, -6.9263, 3.0297], [2.5397, -7.0610, 3.5766], [3.8701, -5.0462, 4.1065], [3.1623, -3.4357, 4.0631], [3.5233, -4.2788, 2.5557]], "lowdin_charge": [-0.016, -0.154, -0.136, -0.011, -0.162, -0.105, -0.154, -0.031, -0.227, 0.046, -0.136, -0.114, -0.499, -0.001, -0.113, -0.183, -0.177, -0.378, -0.070, -0.182, -0.206, -0.181, -0.380, -0.066, -0.191, -0.197, -0.194, -0.442, -0.087, -0.078, -0.028, 0.065, 0.089, 0.076, 0.084, 0.065, 0.079, 0.087, 0.069, 0.095, 0.082, 0.120, 0.121, 0.131, 0.125, 0.084, 0.094, 0.089, 0.123, 0.127, 0.108, 0.109, 0.104, 0.124, 0.136, 0.079, 0.079, 0.069, 0.114, 0.116, 0.107, 0.099, 0.116, 0.115, 0.127, 0.079, 0.074, 0.070, 0.089, 0.118, 0.101, 0.110, 0.108, 0.117, 0.134, 0.079, 0.073, 0.073, 0.074, 0.067, 0.080], "relative_energy_ev": 0.1992, "e_homo_ev": -7.54, "homo_lumo_gap_ev": 8.22, "e_tot_ha": -1285.53886, "mol_weight_g_mol": 430.7, "lumo_energy_ev": 0.7, "total_charge": 0, "smiles": "Cc1c(C)c2c(c(C)c1O)CC[C@](C)(CCC[C@H](C)CCC[C@H](C)CCCC(C)C)O2"}